No. 1
Entry from OMol25: a molecular structure, C18H12N4O2PdSbSe4 (wB97M-V/def2-TZVPD).

Positions of all 42 atoms, in Å:
1 Pd -0.34 0.33 0.28
2 O -0.31 -2.86 -1.06
3 C -0.42 -2.19 -0.06
4 N 0.60 -1.60 0.67
5 C 1.79 -2.21 0.87
6 C 2.07 -3.53 0.48
7 C 3.23 -4.15 0.88
8 C 4.16 -3.48 1.69
9 C 3.94 -2.19 2.08
10 C 2.78 -1.51 1.67
11 N 2.51 -0.29 2.12
12 C 1.91 0.74 1.66
13 O 1.10 1.48 2.28
14 C 2.30 1.19 0.25
15 C 3.54 1.67 -0.11
16 C 3.74 2.03 -1.44
17 C 2.70 1.86 -2.35
18 C 1.49 1.38 -1.91
19 N 1.29 1.07 -0.62
20 C -1.75 -1.89 0.62
21 C -2.74 -2.84 0.81
22 C -3.86 -2.49 1.54
23 C -3.96 -1.20 2.04
24 C -2.95 -0.29 1.78
25 N -1.87 -0.64 1.09
26 H 1.37 -4.06 -0.15
27 H 3.42 -5.16 0.57
28 H 5.05 -4.00 2.02
29 H 4.65 -1.66 2.70
30 H 4.32 1.76 0.62
31 H 4.69 2.43 -1.76
32 H 2.83 2.13 -3.38
33 H 0.65 1.25 -2.59
34 H -2.62 -3.83 0.39
35 H -4.64 -3.21 1.73
36 H -4.81 -0.88 2.63
37 H -3.02 0.74 2.12
38 Se -1.22 2.28 3.75
39 Sb -0.69 3.22 1.49
40 Se -2.51 4.99 1.85
41 Se 1.30 4.55 0.93
42 Se -1.67 2.03 -0.61

Its multiplicity is 1. The calculation puts the frontier orbital gap (alpha / beta) at 3.4529 / 3.6170 eV. As for the charge: +1. The calculation puts the HOMO energy (alpha / beta) at -10.01 / -10.15 eV.


No. 2
Entry from OMol25: a molecular structure, C18H13BrIN4Pm (wB97M-V/def2-TZVPD).

Positions of all 38 atoms, in Å:
1 Pm -0.40 -0.05 -0.11
2 Br -5.93 -4.96 -1.00
3 C -4.24 -4.16 -1.05
4 C -3.22 -4.78 -1.77
5 C -1.96 -4.20 -1.83
6 C -1.72 -3.01 -1.16
7 C -2.75 -2.42 -0.45
8 C -4.02 -2.97 -0.38
9 N -0.48 -2.30 -1.16
10 C 0.57 -2.70 -1.76
11 C 1.81 -1.91 -1.73
12 C 2.93 -2.34 -2.41
13 C 4.09 -1.57 -2.37
14 C 4.08 -0.39 -1.66
15 C 2.91 -0.01 -1.01
16 N 1.80 -0.75 -1.04
17 H -3.41 -5.71 -2.29
18 H -1.19 -4.70 -2.40
19 H -2.59 -1.48 0.09
20 H -4.82 -2.49 0.17
21 H 0.59 -3.64 -2.32
22 H 2.90 -3.27 -2.96
23 H 4.98 -1.89 -2.90
24 H 4.95 0.25 -1.61
25 H 2.88 0.92 -0.46
26 N -1.71 3.10 -1.11
27 C -1.28 2.07 -0.78
28 I 0.07 -3.13 5.32
29 C 0.02 -1.30 4.37
30 C 0.03 -0.10 5.09
31 C -0.02 1.11 4.41
32 C -0.07 1.09 3.03
33 N -0.08 -0.06 2.33
34 C -0.03 -1.23 2.99
35 H 0.07 -0.12 6.17
36 H -0.01 2.05 4.93
37 H -0.12 2.02 2.47
38 H -0.05 -2.14 2.40

Its energy above the lowest of the compared OMol25 structures with the same formula, charge and spin is 0.214 eV. As for the expectation value of S²: 6.005. Its multiplicity is 5. The calculation puts the frontier orbital gap (alpha / beta) at 6.6445 / 6.6732 eV. As for the charge: +2. The calculation puts the HOMO energy (alpha / beta) at -14.47 / -14.47 eV.


No. 3
Entry from OMol25: C18H13ClN2O2 in the gas phase (wB97M-V/def2-TZVPD).

Positions of all 36 atoms, in Å:
1 O 3.99 -1.55 -0.97
2 C 2.92 -1.04 -0.59
3 N 2.85 -0.71 0.74
4 C 1.78 -0.28 1.48
5 C 0.44 -0.34 1.14
6 C -0.51 0.38 2.10
7 C -0.34 0.10 3.48
8 C -1.41 0.40 4.44
9 C -2.51 1.17 4.03
10 C -2.62 1.54 2.62
11 C -1.69 1.05 1.71
12 N 0.00 -0.95 -0.11
13 C -1.16 -1.60 -0.12
14 Cl -1.78 -2.69 1.06
15 C -2.09 -1.38 -1.15
16 C -1.75 -0.63 -2.37
17 O -2.59 -0.18 -3.16
18 C -0.34 -0.21 -2.50
19 C 0.49 -0.53 -1.40
20 C 1.96 -0.49 -1.58
21 C 2.47 0.29 -2.64
22 C 1.67 1.04 -3.55
23 C 0.18 0.43 -3.70
24 H 3.60 -1.19 1.25
25 H 2.03 0.22 2.48
26 H 0.53 -0.38 3.93
27 H -1.24 0.20 5.52
28 H -3.29 1.40 4.79
29 H -3.59 1.88 2.28
30 H -1.99 1.17 0.66
31 H -3.06 -1.81 -1.09
32 H 3.53 0.33 -2.66
33 H 2.14 0.96 -4.52
34 H 1.61 2.15 -3.14
35 H -0.33 1.43 -3.85
36 H 0.09 -0.18 -4.59

Its energy above the lowest of the compared OMol25 structures with the same formula, charge and spin is 3.173 eV. Its SMILES is O=C1NC=C(c2ccccc2)n2c(Cl)cc(=O)c3c2C1=CCC3. Its multiplicity is 1. The calculation puts the frontier orbital gap at 7.8665 eV. The calculation puts the HOMO energy at -8.33 eV.


No. 4
Entry from OMol25: a molecular structure, C18H13F8NOPPdSSe2Te (wB97M-V/def2-TZVPD).

Positions of all 47 atoms, in Å:
1 Pd 0.25 0.21 0.09
2 F 5.20 3.74 0.59
3 C 4.17 3.53 -0.26
4 F 3.17 4.32 0.13
5 F 4.59 3.99 -1.47
6 C 3.81 2.08 -0.33
7 C 4.82 1.17 -0.60
8 C 4.56 -0.18 -0.68
9 C 3.25 -0.60 -0.50
10 N 2.29 0.27 -0.26
11 C 2.51 1.60 -0.15
12 S 0.98 2.36 0.21
13 H 5.83 1.54 -0.73
14 H 5.34 -0.90 -0.88
15 H 2.95 -1.64 -0.54
16 Se -2.09 0.78 0.47
17 P -2.11 0.31 2.62
18 Se -0.26 0.31 3.64
19 C -3.01 -1.26 2.87
20 C -3.41 -2.07 1.81
21 C -4.07 -3.27 2.06
22 C -4.33 -3.65 3.37
23 C -3.93 -2.85 4.43
24 C -3.26 -1.66 4.18
25 C -3.30 1.50 3.33
26 C -4.61 1.51 2.86
27 C -5.53 2.41 3.36
28 C -5.15 3.32 4.35
29 C -3.84 3.31 4.81
30 C -2.92 2.41 4.31
31 H -3.19 -1.77 0.80
32 H -4.35 -3.90 1.24
33 H -4.84 -4.59 3.56
34 H -4.12 -3.15 5.45
35 H -2.92 -1.04 5.00
36 H -4.91 0.80 2.09
37 H -6.55 2.41 3.00
38 H -5.87 4.02 4.74
39 H -3.54 4.02 5.58
40 H -1.90 2.39 4.66
41 F -1.71 -3.90 -0.09
42 Te 0.06 -3.44 0.27
43 F 0.19 -5.17 0.97
44 F 1.88 -3.31 0.72
45 F -0.40 -2.95 2.00
46 F 0.57 -4.25 -1.33
47 O -0.02 -1.81 -0.47

Its energy above the lowest of the compared OMol25 structures with the same formula, charge and spin is 0.335 eV. Its multiplicity is 1. The calculation puts the frontier orbital gap at 7.1187 eV. As for the charge: -1. The calculation puts the HOMO energy at -4.95 eV.


No. 5
Entry from OMol25: a molecular structure, C18H13LiN5Se (wB97M-V/def2-TZVPD).

Positions of all 38 atoms, in Å:
1 Li 0.64 -0.53 -0.12
2 C 2.90 4.09 0.78
3 C 3.17 2.75 1.04
4 C 2.15 1.82 1.02
5 C 0.83 2.19 0.73
6 C 0.59 3.54 0.39
7 C 1.61 4.46 0.43
8 N -0.07 1.19 0.67
9 C -1.38 1.21 0.72
10 C -2.22 2.28 1.19
11 C -3.57 2.15 1.22
12 C -4.21 0.96 0.80
13 C -3.46 -0.10 0.37
14 C -2.05 -0.01 0.34
15 N -1.22 -0.99 0.01
16 N -1.58 -2.15 -0.40
17 C -0.51 -2.99 -0.54
18 C -0.64 -4.15 -1.33
19 C 0.42 -5.01 -1.44
20 C 1.60 -4.72 -0.76
21 C 1.64 -3.56 -0.01
22 N 0.63 -2.72 0.11
23 H 3.69 4.82 0.82
24 H 4.18 2.45 1.25
25 H 2.35 0.77 1.20
26 H -0.39 3.83 0.03
27 H 1.41 5.49 0.18
28 H -1.76 3.19 1.55
29 H -4.19 2.97 1.56
30 H -5.29 0.90 0.82
31 H -3.91 -1.02 0.04
32 H -1.57 -4.30 -1.86
33 H 0.35 -5.89 -2.06
34 H 2.45 -5.37 -0.82
35 H 2.54 -3.30 0.54
36 Se 1.77 -2.46 -3.96
37 C 1.60 -1.30 -2.68
38 N 1.50 -0.53 -1.82

Its multiplicity is 1. The calculation puts the frontier orbital gap at 5.8581 eV. As for the charge: -1. The calculation puts the HOMO energy at -3.91 eV.


No. 6
Entry from OMol25: a molecular structure, C18H14AuF5N3O5S2 (wB97M-V/def2-TZVPD).

Positions of all 48 atoms, in Å:
1 Au -0.68 0.51 -0.05
2 O -0.50 -0.41 6.94
3 C 0.53 -0.33 6.24
4 O 1.74 -0.43 6.53
5 C 0.25 -0.04 4.75
6 C -0.87 0.68 4.37
7 C -1.10 0.93 3.03
8 N -0.28 0.47 2.08
9 C 0.81 -0.25 2.42
10 C 1.11 -0.50 3.75
11 C 1.68 -0.76 1.29
12 O 2.57 -1.56 1.55
13 O 1.40 -0.32 0.11
14 H -1.56 1.02 5.12
15 H -1.96 1.49 2.68
16 H 2.01 -1.04 4.00
17 C 0.38 0.91 -2.79
18 O -0.68 0.26 -2.13
19 H 0.49 0.50 -3.80
20 H 1.34 0.79 -2.27
21 H 0.20 1.99 -2.90
22 S -1.76 -1.84 0.30
23 C -0.37 -2.64 -0.40
24 N 0.03 -2.35 -1.61
25 C 1.33 -2.81 -2.10
26 C 1.60 -4.21 -1.58
27 C 1.50 -4.20 -0.06
28 N 0.23 -3.57 0.33
29 H -0.34 -1.44 -2.01
30 H 2.09 -2.11 -1.75
31 H 1.30 -2.80 -3.19
32 H 2.59 -4.54 -1.88
33 H 0.86 -4.91 -2.00
34 H 2.31 -3.61 0.37
35 H 1.52 -5.20 0.35
36 H -0.05 -3.63 1.29
37 F -0.70 5.65 -4.08
38 C -1.16 4.77 -3.19
39 C -0.64 4.74 -1.91
40 F 0.33 5.61 -1.57
41 C -1.12 3.82 -1.00
42 F -0.57 3.83 0.22
43 C -2.12 2.91 -1.31
44 S -2.76 1.77 -0.15
45 C -2.61 2.96 -2.62
46 F -3.57 2.12 -3.02
47 C -2.15 3.87 -3.55
48 F -2.64 3.90 -4.79

Its energy above the lowest of the compared OMol25 structures with the same formula, charge and spin is 0.000 eV. As for the expectation value of S²: 2.015. Its multiplicity is 3. The calculation puts the frontier orbital gap (alpha / beta) at 7.3715 / 4.5877 eV. As for the charge: -1. The calculation puts the HOMO energy (alpha / beta) at -5.23 / -5.41 eV.


No. 7
Entry from OMol25: a molecular structure, C18H14AuN9O4S2 (wB97M-V/def2-TZVPD).

Positions of all 48 atoms, in Å:
1 Au 0.29 -0.09 0.10
2 O 0.74 -1.03 2.34
3 C -0.01 -0.86 3.31
4 C 0.54 -0.80 4.65
5 C -0.24 -0.58 5.74
6 C -1.63 -0.42 5.58
7 C -2.22 -0.49 4.32
8 C -1.47 -0.72 3.18
9 C -2.13 -0.87 1.89
10 N -1.64 -0.64 0.68
11 C -2.64 -0.88 -0.23
12 C -3.75 -1.28 0.44
13 N -3.42 -1.26 1.77
14 H 1.62 -0.92 4.72
15 H 0.19 -0.52 6.72
16 H -2.25 -0.23 6.44
17 H -3.29 -0.34 4.23
18 H -2.48 -0.75 -1.29
19 H -4.73 -1.57 0.10
20 H -4.00 -1.56 2.53
21 O -0.68 2.95 -0.28
22 C -0.71 2.40 -1.36
23 N -0.51 1.06 -1.56
24 S -0.63 0.59 -3.12
25 O 0.62 0.13 -3.64
26 O -1.76 -0.30 -3.27
27 C -1.02 2.20 -3.72
28 C -1.28 2.60 -5.02
29 C -1.55 3.95 -5.22
30 C -1.56 4.85 -4.16
31 C -1.30 4.42 -2.86
32 C -1.02 3.08 -2.66
33 H -1.26 1.89 -5.84
34 H -1.75 4.30 -6.22
35 H -1.77 5.89 -4.35
36 H -1.30 5.10 -2.02
37 S 4.15 0.74 -2.18
38 C 3.02 0.49 -1.08
39 N 2.23 0.34 -0.22
40 N 2.44 -2.21 -3.63
41 N 1.30 -2.64 -2.95
42 N 0.30 -3.21 -3.57
43 C -0.55 -3.39 -2.56
44 N -0.05 -2.95 -1.39
45 N 1.14 -2.46 -1.67
46 H 3.16 -2.12 -2.92
47 H 2.22 -1.27 -3.95
48 H -1.52 -3.83 -2.67

Its energy above the lowest of the compared OMol25 structures with the same formula, charge and spin is 0.031 eV. As for the expectation value of S²: 2.055. Its multiplicity is 3. The calculation puts the frontier orbital gap (alpha / beta) at 7.2683 / 4.6189 eV. The calculation puts the HOMO energy (alpha / beta) at -7.78 / -7.91 eV.


No. 8
Entry from OMol25: a molecular structure, C18H14BGaI2NO2 (wB97M-V/def2-TZVPD).

Positions of all 39 atoms, in Å:
1 Ga 1.26 -0.20 -0.20
2 N 1.04 0.71 1.70
3 C 0.60 2.11 1.83
4 C 0.70 2.65 3.10
5 C 0.34 3.95 3.36
6 C -0.09 4.75 2.31
7 C -0.17 4.21 1.04
8 C 0.12 2.87 0.75
9 C -0.07 2.41 -0.65
10 C -1.01 3.06 -1.45
11 C -1.14 2.78 -2.80
12 C -0.33 1.82 -3.40
13 C 0.55 1.11 -2.61
14 C 0.69 1.38 -1.24
15 H 1.91 0.64 2.23
16 H 0.38 0.12 2.21
17 H 1.08 2.03 3.91
18 H 0.41 4.35 4.37
19 H -0.35 5.78 2.48
20 H -0.46 4.87 0.23
21 H -1.68 3.78 -1.01
22 H -1.88 3.30 -3.39
23 H -0.41 1.61 -4.46
24 H 1.14 0.31 -3.05
25 I 3.85 0.49 -0.94
26 I 6.23 -0.85 -0.81
27 O 0.66 -3.04 -1.19
28 B 0.56 -2.11 -0.19
29 O -0.34 -2.49 0.78
30 C -0.83 -3.72 0.36
31 C -1.76 -4.54 0.96
32 C -2.06 -5.72 0.28
33 C -1.45 -6.05 -0.92
34 C -0.51 -5.22 -1.51
35 C -0.22 -4.05 -0.84
36 H -2.23 -4.29 1.90
37 H -2.79 -6.39 0.71
38 H -1.72 -6.97 -1.41
39 H -0.02 -5.48 -2.45

Its multiplicity is 1. The calculation puts the frontier orbital gap at 6.3051 eV. As for the charge: +1. The calculation puts the HOMO energy at -11.55 eV.


No. 9
Entry from OMol25: a molecular structure, C18H14BrN4O2PdSbSe4 (wB97M-V/def2-TZVPD).

Positions of all 45 atoms, in Å:
1 Pd -0.12 -0.26 -0.05
2 O 3.68 -0.18 1.45
3 C 2.51 -0.27 1.20
4 N 1.90 -0.26 -0.03
5 C 2.52 -0.20 -1.26
6 O 3.70 -0.09 -1.50
7 C 1.51 -0.28 -2.38
8 C 1.92 -0.33 -3.69
9 C 0.97 -0.36 -4.69
10 C -0.38 -0.34 -4.35
11 C -0.72 -0.29 -3.01
12 N 0.21 -0.26 -2.05
13 C 1.48 -0.39 2.30
14 C 1.88 -0.51 3.62
15 C 0.91 -0.58 4.60
16 C -0.43 -0.53 4.24
17 C -0.75 -0.42 2.90
18 N 0.19 -0.35 1.96
19 H 2.98 -0.35 -3.89
20 H 1.26 -0.41 -5.73
21 H -1.16 -0.37 -5.09
22 H -1.75 -0.30 -2.68
23 H 2.94 -0.54 3.83
24 H 1.19 -0.68 5.64
25 H -1.22 -0.60 4.97
26 H -1.78 -0.42 2.56
27 C 0.66 5.74 0.03
28 C -0.30 4.59 0.01
29 C -1.68 4.77 0.00
30 C -2.54 3.67 -0.02
31 C -1.94 2.43 -0.03
32 Br -3.00 0.84 -0.05
33 N -0.65 2.22 -0.02
34 C 0.16 3.28 0.00
35 H 0.13 6.69 0.03
36 H 1.31 5.72 -0.85
37 H 1.30 5.70 0.91
38 H -2.10 5.77 0.01
39 H -3.61 3.79 -0.02
40 H 1.22 3.06 0.00
41 Se 2.74 -3.66 -1.39
42 Sb 1.09 -4.04 0.34
43 Se -1.01 -2.79 -0.03
44 Se -1.02 -5.10 -0.37
45 Se 2.06 -4.01 2.51

Its energy above the lowest of the compared OMol25 structures with the same formula, charge and spin is 1.584 eV. Its multiplicity is 1. The calculation puts the frontier orbital gap (alpha / beta) at 5.6340 / 5.6329 eV. The calculation puts the HOMO energy (alpha / beta) at -6.90 / -6.90 eV.


No. 10
Entry from OMol25: a molecular structure, C18H14Cl5NO2PdSe2Te2 (wB97M-V/def2-TZVPD).

Positions of all 45 atoms, in Å:
1 Pd 1.68 -1.03 0.63
2 Se 4.17 -1.01 1.10
3 Te 3.60 -2.05 -1.06
4 Te 2.89 -4.44 0.10
5 Se 1.54 -3.34 1.92
6 C -2.07 -3.88 1.64
7 C -2.48 -3.53 0.21
8 C -3.44 -4.60 -0.35
9 C -3.15 -2.16 0.17
10 C -1.28 -3.51 -0.64
11 N -0.34 -3.49 -1.31
12 H -2.97 -3.95 2.26
13 H -1.41 -3.12 2.05
14 H -1.53 -4.82 1.68
15 H -4.32 -4.66 0.29
16 H -2.95 -5.58 -0.38
17 H -3.76 -4.34 -1.36
18 H -4.03 -2.16 0.81
19 H -3.46 -1.90 -0.85
20 H -2.46 -1.39 0.52
21 Cl -0.13 0.17 2.79
22 C -0.78 0.36 1.19
23 C -0.17 -0.32 0.14
24 C -0.66 -0.03 -1.13
25 Cl 0.09 -0.76 -2.51
26 C -1.73 0.83 -1.34
27 Cl -2.30 1.17 -2.94
28 C -2.37 1.43 -0.26
29 Cl -3.75 2.45 -0.50
30 C -1.88 1.20 1.02
31 Cl -2.66 1.95 2.38
32 O 2.63 1.13 -1.61
33 C 2.46 1.70 -0.53
34 O 2.05 1.23 0.57
35 C 2.81 3.19 -0.47
36 C 2.56 3.94 0.67
37 C 2.88 5.30 0.71
38 C 3.45 5.91 -0.40
39 C 3.70 5.16 -1.54
40 C 3.38 3.81 -1.58
41 H 2.13 3.44 1.52
42 H 2.67 5.87 1.60
43 H 3.69 6.97 -0.37
44 H 4.14 5.64 -2.41
45 H 3.56 3.21 -2.46

Its energy above the lowest of the compared OMol25 structures with the same formula, charge and spin is 1.433 eV. Its multiplicity is 1. The calculation puts the frontier orbital gap (alpha / beta) at 5.0241 / 5.0235 eV. As for the charge: -2. The calculation puts the HOMO energy (alpha / beta) at -0.86 / -0.86 eV.


No. 11
Entry from OMol25: C18H14ClN7OS in the gas phase (wB97M-V/def2-TZVPD).

Positions of all 42 atoms, in Å:
1 Cl 0.57 6.45 -2.13
2 C 1.61 6.21 -0.72
3 C 1.45 5.06 0.04
4 C 2.30 4.87 1.15
5 C 2.25 3.62 1.93
6 N 3.04 3.25 2.92
7 N 2.71 1.98 3.26
8 C 1.70 1.67 2.50
9 C 0.94 0.38 2.56
10 S 1.18 -0.42 0.92
11 C -0.25 -1.44 0.86
12 N -1.11 -1.55 1.81
13 N -2.07 -2.47 1.43
14 C -1.75 -2.88 0.21
15 C -2.43 -3.98 -0.47
16 C -1.74 -5.03 -1.09
17 C -2.42 -6.12 -1.63
18 N -3.74 -6.22 -1.61
19 C -4.41 -5.22 -1.02
20 C -3.82 -4.11 -0.44
21 N -0.61 -2.24 -0.22
22 C -0.03 -2.22 -1.58
23 C -0.82 -1.69 -2.72
24 C 0.33 -0.87 -2.18
25 O 1.35 2.67 1.66
26 C 3.23 5.88 1.48
27 C 3.29 7.02 0.68
28 N 2.52 7.16 -0.42
29 H 0.70 4.34 -0.25
30 H -0.13 0.59 2.70
31 H 1.29 -0.24 3.38
32 H -0.67 -4.97 -1.08
33 H -1.89 -6.97 -2.00
34 H -5.48 -5.33 -0.92
35 H -4.40 -3.42 0.13
36 H 0.60 -3.08 -1.81
37 H -1.85 -1.34 -2.48
38 H -0.68 -2.10 -3.70
39 H 0.13 0.05 -1.60
40 H 1.26 -0.84 -2.79
41 H 3.88 5.76 2.35
42 H 4.01 7.80 0.89

Its energy above the lowest of the compared OMol25 structures with the same formula, charge and spin is 0.000 eV. Its SMILES is Clc1cc(-c2nnc(CSc3nnc(-c4ccncc4)n3C3CC3)o2)ccn1. Its multiplicity is 1. The calculation puts the frontier orbital gap at 8.5092 eV. The calculation puts the HOMO energy at -8.99 eV.


- What is the multiplicity in the ninth record?
  1


- multiplicity of number 3 (C18H13ClN2O2)?
  1